Entry 1:
23
Properties=species:S:1:pos:R:3:forces:R:3 method="wB97M-V/def2-TZVPD" max_force_ev_per_a=6.6 spin_multiplicity=1 orbital_gap_ev=8.6 lumo_energy_ev=0.432 relative_energy_ev=3.117 smiles="CCN=C(N)N.CC(=O)O" charge=0 e_tot_ha=-512.980756
C -1.85417 -3.02484 0.88205 -1.9 0.6 -0.6
C -2.14254 -1.78799 0.01443 -0.9 -1.7 0.3
N -1.16915 -1.21653 -0.74588 -0.1 2.6 -1.1
C 0.00777 -1.37621 -1.09652 -1.7 2.7 -2.9
N 0.79475 -2.39499 -0.77196 5.9 -0.3 2.9
N 0.43254 -0.61712 -2.25081 0.3 -0.1 1.0
H -1.16058 -3.74606 0.47002 0.2 0.1 0.1
H -2.87101 -3.45227 0.84563 0.5 -0.5 0.8
H -1.63761 -2.66179 1.86985 0.5 -0.5 0.6
H -2.98795 -2.02097 -0.64691 0.3 -0.5 -0.6
H -2.70202 -1.06066 0.57010 0.3 0.8 1.0
H 1.82481 -2.44094 -0.47731 -2.3 1.1 -0.9
H 0.55183 -3.25724 -1.04191 -1.5 -3.6 -1.0
H 0.11895 0.33084 -2.49538 0.1 -1.0 0.7
H 1.31892 -0.92085 -2.59612 0.4 0.4 -0.2
C 1.19966 4.57350 1.06641 0.1 1.3 0.8
C 1.74483 3.19911 0.56098 -0.2 4.9 -1.2
O 2.07294 3.08675 -0.58517 0.2 -1.5 -0.1
O 1.77656 2.40649 1.57400 -0.2 -1.5 2.1
H 0.45401 4.91646 0.39383 -1.0 -0.3 -1.1
H 1.81834 5.59544 1.00155 -0.4 -2.8 0.7
H 0.62283 4.40653 2.01759 1.1 0.6 -0.6
H 1.78630 1.46334 1.44152 0.4 -0.7 -0.8



Entry 2:
23
Properties=species:S:1:pos:R:3:forces:R:3 method="wB97M-V/def2-TZVPD" max_force_ev_per_a=6.8 spin_multiplicity=1 orbital_gap_ev=8.7 lumo_energy_ev=0.458 relative_energy_ev=3.691 charge=0 e_tot_ha=-512.959671
H 3.33162 -0.19446 -1.39619 -0.1 0.3 1.0
N 2.56301 -0.72126 -0.97798 -3.2 1.4 0.2
C 1.55408 -0.04197 -0.39563 4.4 0.3 -1.2
N 1.77335 1.24274 0.32422 0.2 -1.9 -1.5
N 0.27842 -0.51746 -0.49446 -1.9 -1.8 0.4
C -0.32470 -1.77005 -1.37405 0.2 -0.2 6.8
C 0.01786 -1.91841 -2.73116 2.5 -2.0 -5.7
H 1.06564 1.58981 0.90971 -1.1 0.4 0.5
H 2.53566 1.92267 0.17312 -0.6 -1.5 -0.2
H -0.29302 -0.57819 0.37353 0.8 0.6 -0.8
H -1.33827 -1.48351 -1.28970 -1.2 0.4 0.0
H -0.32600 -2.74771 -0.60292 0.7 2.3 -2.3
H 0.74995 -1.21048 -3.10231 -0.2 1.0 0.3
H -0.80067 -1.93258 -3.53983 0.8 0.1 1.7
H 0.70350 -2.80160 -3.02683 -1.4 0.7 1.0
C -2.01546 1.67863 1.46523 -2.8 -0.2 -1.6
C -1.24664 0.91614 2.50737 0.9 0.7 -1.0
O -1.26157 -0.27622 2.52725 0.6 -0.1 1.4
O -0.36999 1.81220 3.20162 -0.8 -2.1 0.9
H -1.29584 2.32621 1.00657 0.0 1.1 -0.1
H -2.91625 2.23184 1.96397 1.8 -0.7 -1.1
H -2.46225 1.07159 0.45977 1.3 1.0 3.4
H 0.07755 1.40208 4.01870 -1.1 0.4 -2.0



Entry 3:
23
Properties=species:S:1:pos:R:3:forces:R:3 method="wB97M-V/def2-TZVPD" max_force_ev_per_a=1.9 spin_multiplicity=2 orbital_gap_ev="10.2 / 6.0" lumo_energy_ev="-3.813 / -8.066" relative_energy_ev=0.486 charge=+1 e_tot_ha=-512.755441
C -0.91403 0.54630 2.44122 0.3 -0.7 0.7
C -1.66327 -0.74513 2.21168 -0.8 0.8 -0.4
O -1.20698 -1.85006 2.34517 0.4 -0.1 -0.2
O -2.95888 -0.54035 1.87216 0.7 -0.6 0.0
H 0.14943 0.31312 2.40993 0.0 0.1 0.0
H -1.13127 0.79026 3.48590 0.0 0.3 -0.1
H -1.14485 1.39193 1.80662 -0.4 -0.1 -0.1
C 0.04499 0.27629 -2.06774 -0.3 0.7 -1.1
C -0.06874 1.59331 -2.88240 0.7 -0.6 0.4
C 1.31413 -0.62937 -0.23013 1.9 0.1 0.4
N 1.20030 0.34543 -1.16238 -0.8 -1.3 0.4
N 0.76151 -1.82742 -0.46387 -1.5 -0.5 -0.4
N 2.23545 -0.52957 0.74778 -0.7 0.2 1.1
H -0.89150 0.08159 -1.55356 0.3 -0.1 0.5
H 0.17652 -0.52085 -2.80555 0.2 -0.2 0.4
H -0.91980 2.19266 -2.59237 -0.3 0.0 -0.2
H -0.07096 1.28113 -3.92299 -0.3 0.6 -0.1
H 2.07027 0.48267 -1.65194 0.4 0.9 0.2
H -3.29948 -1.44413 1.72349 -0.3 0.3 0.1
H 0.78723 -2.48864 0.31378 0.2 0.1 0.2
H 2.43500 0.33405 1.23899 0.2 0.5 -0.9
H 2.28434 -1.26940 1.44489 -0.1 -0.3 -0.6
H 0.81058 2.21617 -2.70869 0.0 0.0 -0.1